{"formula": "C14H56O14", "method": "ωB97M-V/def2-TZVPD", "symbols": ["C", "O", "H", "H", "H", "H", "C", "O", "H", "H", "H", "H", "C", "O", "H", "H", "H", "H", "C", "O", "H", "H", "H", "H", "C", "O", "H", "H", "H", "H", "C", "O", "H", "H", "H", "H", "C", "O", "H", "H", "H", "H", "C", "O", "H", "H", "H", "H", "C", "O", "H", "H", "H", "H", "C", "O", "H", "H", "H", "H", "C", "O", "H", "H", "H", "H", "C", "O", "H", "H", "H", "H", "C", "O", "H", "H", "H", "H", "C", "O", "H", "H", "H", "H"], "coordinates": [[3.2918, -8.8053, 7.5033], [3.0361, -7.4940, 8.0050], [2.6881, -9.5528, 8.0180], [3.0273, -8.8622, 6.4475], [4.3680, -8.9611, 7.5788], [3.6769, -6.9081, 7.5955], [6.1037, -6.4559, 6.3900], [4.9153, -5.7959, 6.5869], [6.4526, -7.0146, 7.2585], [6.0262, -7.1924, 5.5902], [6.9276, -5.7685, 6.1985], [4.5724, -5.3831, 5.7908], [5.0446, -5.7869, 3.2469], [4.1123, -4.9599, 3.9562], [4.9846, -6.8532, 3.4646], [4.7450, -5.6536, 2.2074], [6.0702, -5.4425, 3.3798], [3.8411, -4.2650, 3.3519], [7.3247, -6.1223, 11.2136], [7.4025, -6.4636, 9.8901], [8.1763, -6.4720, 11.7973], [7.3260, -5.0429, 11.3651], [6.4245, -6.5173, 11.6843], [8.1507, -6.0252, 9.4782], [5.7237, -9.3044, 9.9773], [6.5905, -8.9440, 8.9218], [5.3006, -10.2832, 9.7514], [6.2523, -9.1829, 10.9228], [4.9236, -8.5706, 9.8806], [6.7936, -8.0141, 9.0472], [0.7727, -4.6442, 6.6578], [0.1390, -4.4046, 5.4107], [1.8540, -4.6706, 6.5229], [0.6054, -3.7993, 7.3258], [0.3304, -5.5395, 7.0947], [0.1171, -3.4713, 5.1870], [7.7159, -8.6611, 3.3296], [6.4894, -8.8652, 2.6861], [8.4685, -8.6241, 2.5420], [7.6274, -7.6987, 3.8337], [7.9587, -9.5086, 3.9706], [6.6495, -9.5241, 2.0066], [5.0600, -10.4827, 5.3426], [4.5274, -9.7509, 4.2749], [5.8445, -11.1301, 4.9509], [5.4817, -9.8207, 6.0989], [4.2457, -11.0476, 5.7965], [5.2599, -9.3219, 3.8265], [9.0943, -8.8657, 6.8538], [10.1009, -9.6383, 6.1652], [9.0996, -7.7831, 6.7270], [8.0813, -9.1057, 6.5307], [9.1347, -9.1055, 7.9163], [10.9518, -9.5378, 6.5982], [1.5894, -7.3789, 4.2438], [0.5401, -7.3788, 5.1418], [1.6365, -8.2233, 3.5562], [1.5022, -6.5359, 3.5584], [2.5716, -7.3159, 4.7121], [0.3713, -6.4406, 5.2552], [9.5136, -5.2980, 4.7920], [9.1639, -4.5418, 5.9331], [10.4561, -4.9211, 4.3948], [9.8079, -6.3317, 4.9737], [8.7346, -5.2541, 4.0308], [8.9763, -3.6607, 5.6016], [7.1503, -3.3865, 8.6190], [7.8583, -2.2481, 8.2701], [7.2452, -4.2028, 7.9030], [7.5322, -3.7181, 9.5845], [6.0823, -3.1718, 8.6576], [7.7002, -2.0743, 7.3393], [10.8119, -5.0642, 8.8100], [9.6066, -5.5896, 8.3715], [11.5769, -5.1251, 8.0361], [10.7270, -3.9852, 8.9392], [11.2216, -5.5408, 9.7006], [9.4504, -5.3072, 7.4673], [6.4654, -2.7540, 5.1928], [7.4411, -1.8521, 5.7180], [5.4352, -2.4226, 5.3230], [6.6212, -2.7336, 4.1142], [6.6496, -3.7203, 5.6623], [7.5732, -1.1843, 5.0411]], "gap_ev": 8.821, "homo_energy_ha": -0.3299, "max_force_ev_per_a": 1.915, "total_energy_ev": -44084.743}